C24H28N2OS | ωB97M-V with the def2-TZVPD basis set

Frontier orbital gap ... 8.06 eV
DFT total energy ... -1513.5983 Ha
LUMO level ... 0.38 eV
Energy relative to the best compared isomer or geometry (same formula, charge and spin) ... 354.3 kcal per mole

ORCA input file:
```
! RIJCOSX wB97M-V def2-TZVPD def2/J DEFGRID3
* xyz 0 1
C 1.67 -3.90 4.09
O 1.46 -4.52 2.92
C 1.53 -3.87 1.62
C 1.22 -4.70 0.64
C 1.32 -4.10 -0.47
C 1.44 -2.89 -0.74
C 1.72 -2.23 0.44
C 2.02 -2.67 1.54
H 2.29 -2.09 2.38
H 2.11 -1.03 0.26
N 1.48 -2.39 -2.31
C 1.92 -0.98 -2.35
C 0.70 0.07 -1.61
N -0.56 -0.88 -1.64
C -0.70 -1.61 -2.72
C 0.25 -2.72 -2.94
H 0.62 -2.51 -3.87
H -0.04 -3.69 -2.74
H -1.72 -2.10 -2.70
H -1.08 -1.06 -3.66
C -1.53 -0.22 -0.89
C -1.38 -0.17 0.46
C -1.12 -1.06 1.28
S -0.68 -0.61 2.90
C -0.32 1.21 2.26
C -0.99 1.35 1.09
C -1.11 2.60 0.60
C 0.03 3.41 0.09
C -0.20 4.48 -0.38
C -1.41 5.00 -0.94
C -2.38 4.16 -0.91
C -2.19 2.97 -0.09
H -3.22 2.34 -0.03
H -3.37 4.45 -1.08
C -1.45 6.24 -1.66
H -0.77 6.99 -1.58
H -2.30 6.76 -1.65
H -1.51 6.00 -2.81
H 0.74 5.19 -0.59
H 0.91 2.93 0.56
C -0.37 2.29 3.44
H 0.71 2.05 3.49
H -0.50 3.12 3.04
H -0.68 2.06 4.49
H -1.08 -2.15 1.16
H -2.55 -0.70 -0.93
H -1.95 0.83 -1.30
H 0.77 0.62 -0.73
H 0.48 0.82 -2.63
H 1.96 -0.88 -3.38
H 2.75 -0.63 -1.80
H 1.00 -4.80 -1.53
H 1.01 -5.62 0.65
H 0.95 -3.04 4.28
H 2.65 -3.46 4.16
H 1.42 -4.65 4.83
*
```

---

C24H28N4O3S2 | ωB97M-V with the def2-TZVPD basis set

SMILES ... Cc1cccc(N2CCN(C(=O)c3cccc(NC4=N[C@@H]5CS(=O)(=O)C[C@@H]5S4)c3)CC2)c1C
Frontier orbital gap ... 8.59 eV
DFT total energy ... -2172.4885 Ha
LUMO level ... 0.43 eV
Energy relative to the best compared isomer or geometry (same formula, charge and spin) ... 17.0 kcal per mole

ORCA input file:
```
! RIJCOSX wB97M-V def2-TZVPD def2/J DEFGRID3
* xyz 0 1
C 5.44 -4.63 -1.25
C 4.76 -3.38 -1.70
C 5.52 -2.33 -2.21
C 4.91 -1.17 -2.65
C 3.54 -1.03 -2.55
C 2.76 -2.06 -2.03
N 1.36 -1.96 -1.93
C 0.67 -1.10 -2.88
C -0.80 -1.51 -2.90
N -1.38 -1.40 -1.57
C -2.36 -0.50 -1.34
O -2.78 0.24 -2.21
C -2.95 -0.48 0.03
C -3.56 -1.62 0.56
C -4.17 -1.56 1.79
C -4.19 -0.38 2.51
C -3.59 0.76 1.98
N -3.66 1.93 2.74
C -3.15 3.14 2.45
N -2.55 3.50 1.40
C -2.08 4.85 1.37
C -0.57 4.83 1.16
S 0.04 4.68 2.87
O -0.27 3.39 3.41
O 1.39 5.15 2.99
C -1.15 5.92 3.49
C -2.41 5.58 2.73
S -3.43 4.42 3.68
C -2.98 0.71 0.74
C -0.65 -2.15 -0.57
C 0.83 -1.75 -0.60
C 3.37 -3.26 -1.63
C 2.54 -4.41 -1.15
H 5.18 -5.47 -1.90
H 6.52 -4.51 -1.28
H 5.14 -4.90 -0.24
H 6.59 -2.43 -2.27
H 5.50 -0.36 -3.05
H 3.07 -0.11 -2.88
H 1.11 -1.24 -3.87
H 0.73 -0.03 -2.60
H -1.38 -0.87 -3.57
H -0.88 -2.56 -3.23
H -3.56 -2.54 -0.01
H -4.65 -2.44 2.20
H -4.67 -0.34 3.48
H -4.10 1.85 3.64
H -2.57 5.36 0.54
H -0.17 5.76 0.77
H -0.26 3.98 0.57
H -0.74 6.89 3.22
H -1.26 5.83 4.56
H -3.02 6.47 2.55
H -2.54 1.60 0.32
H -1.07 -1.96 0.42
H -0.74 -3.22 -0.80
H 1.38 -2.36 0.12
H 0.91 -0.69 -0.29
H 1.51 -4.27 -1.44
H 2.90 -5.34 -1.59
H 2.60 -4.52 -0.07
*
```

---

C24H28N4O5 | ωB97M-V with the def2-TZVPD basis set

SMILES ... CCOC(=O)C1=C(CN2CCN(C(=O)c3ccco3)CC2)NC(=O)N[C@@H]1c1ccc(C)cc1
Frontier orbital gap ... 9.04 eV
DFT total energy ... -1526.6223 Ha
LUMO level ... 0.58 eV
Energy relative to the best compared isomer or geometry (same formula, charge and spin) ... 55.0 kcal per mole

ORCA input file:
```
! RIJCOSX wB97M-V def2-TZVPD def2/J DEFGRID3
* xyz 0 1
C -3.87 -4.35 1.10
C -2.49 -3.77 1.35
O -2.48 -2.35 1.20
C -2.37 -1.87 -0.05
O -2.24 -2.60 -1.01
C -2.46 -0.42 -0.09
C -2.41 0.31 -1.24
C -1.84 -0.16 -2.55
N -0.39 -0.06 -2.56
C 0.14 1.26 -2.27
C 1.63 1.28 -2.62
N 2.34 0.26 -1.88
C 3.18 0.61 -0.89
O 3.39 1.78 -0.59
C 3.92 -0.49 -0.22
C 4.65 -1.53 -0.73
C 5.28 -2.15 0.38
C 4.89 -1.43 1.47
O 4.09 -0.43 1.12
C 1.78 -1.06 -2.11
C 0.29 -1.05 -1.75
N -2.77 1.64 -1.19
C -3.56 2.18 -0.18
O -4.16 3.22 -0.35
N -3.62 1.42 0.94
C -2.66 0.37 1.19
C -1.29 0.88 1.61
C -0.92 2.21 1.47
C 0.36 2.62 1.79
C 1.32 1.72 2.25
C 2.70 2.18 2.56
C 0.94 0.39 2.38
C -0.34 -0.02 2.07
H -3.85 -5.42 1.28
H -4.16 -4.17 0.06
H -4.60 -3.89 1.75
H -2.17 -3.94 2.38
H -1.76 -4.20 0.66
H -2.10 -1.20 -2.72
H -2.22 0.45 -3.37
H -0.38 1.99 -2.89
H 0.02 1.54 -1.21
H 2.07 2.25 -2.36
H 1.76 1.09 -3.69
H 4.74 -1.81 -1.76
H 5.93 -3.00 0.36
H 5.12 -1.54 2.51
H 2.30 -1.79 -1.50
H 1.90 -1.31 -3.16
H -0.13 -2.03 -1.96
H 0.19 -0.85 -0.67
H -2.76 2.17 -2.05
H -4.11 1.82 1.72
H -3.06 -0.28 1.97
H -1.63 2.95 1.12
H 0.63 3.66 1.67
H 3.22 1.47 3.19
H 3.26 2.27 1.62
H 2.69 3.15 3.04
H 1.67 -0.33 2.73
H -0.61 -1.06 2.19
*
```

---

C24H28N8PtS2 | ωB97M-V with the def2-TZVPD basis set

Frontier orbital gap (alpha / beta) ... 5.55 / 5.55 eV
DFT total energy ... -2284.4880 Ha
LUMO level (alpha / beta) ... -8.09 / -8.09 eV

ORCA input file:
```
! RIJCOSX wB97M-V def2-TZVPD def2/J DEFGRID3
* xyz 2 1
Pt -0.26 -0.12 0.00
N 1.89 -0.47 4.06
C 1.36 -0.48 2.84
S -0.19 0.27 2.65
N 2.03 -1.05 1.86
N 1.57 -1.15 0.65
C 2.04 -2.01 -0.19
C 1.57 -2.05 -1.55
C 1.97 -3.05 -2.45
C 1.50 -3.01 -3.75
C 0.68 -1.95 -4.14
C 0.32 -1.01 -3.19
N 0.72 -1.08 -1.93
H 1.37 -0.06 4.82
H 2.80 -0.87 4.24
H 2.81 -2.71 0.13
H 2.63 -3.83 -2.12
H 1.79 -3.77 -4.45
H 0.32 -1.88 -5.15
H -0.31 -0.17 -3.45
C 4.73 2.34 0.22
C 4.29 1.39 -0.69
C 2.94 1.22 -0.92
C 2.00 2.00 -0.22
C 2.45 2.97 0.70
C 3.80 3.13 0.90
N 0.67 1.85 -0.51
N -0.18 2.78 -0.29
C -1.45 2.52 -0.05
C -2.41 3.55 -0.01
C -3.71 3.28 0.35
C -4.09 1.97 0.63
C -3.16 0.93 0.56
C -1.86 1.17 0.21
H 5.78 2.47 0.39
H 5.00 0.79 -1.23
H 2.59 0.51 -1.66
H 1.73 3.60 1.21
H 4.16 3.88 1.59
H -2.09 4.55 -0.25
H -4.43 4.08 0.43
H -5.11 1.76 0.92
H -3.50 -0.07 0.82
C -4.81 -3.96 1.09
N -3.63 -3.13 1.23
C -3.01 -3.19 2.54
C -3.00 -2.53 0.22
S -1.27 -2.36 0.36
N -3.60 -2.14 -0.90
C -2.84 -1.73 -2.05
C -5.01 -1.81 -1.00
H -4.64 -4.88 1.65
H -4.99 -4.23 0.05
H -5.69 -3.48 1.51
H -3.80 -3.24 3.29
H -2.41 -2.31 2.72
H -2.38 -4.08 2.64
H -1.90 -2.28 -2.09
H -2.63 -0.65 -2.02
H -3.41 -1.95 -2.95
H -5.51 -1.84 -0.04
H -5.51 -2.49 -1.70
H -5.10 -0.80 -1.40
*
```